Record 1
{
  "formula": "C44H42AsBrN2PtS2",
  "method": "ωB97M-V/def2-TZVPD",
  "charge": 0,
  "e_homo_ev": [-5.91, -5.91],
  "relative_energy_ev": 2.6271,
  "elements": ["Pt", "S", "C", "N", "C", "C", "N", "C", "C", "C", "C", "C", "C", "C", "C", "S", "C", "C", "C", "C", "C", "C", "C", "H", "H", "H", "H", "H", "H", "H", "H", "H", "H", "H", "H", "H", "H", "H", "H", "H", "H", "Br", "C", "C", "C", "C", "C", "C", "C", "C", "C", "C", "H", "H", "H", "H", "H", "H", "C", "C", "C", "C", "C", "C", "C", "H", "H", "H", "H", "H", "C", "As", "C", "C", "C", "C", "C", "C", "C", "C", "H", "H", "H", "H", "H", "H", "H", "H", "H", "H", "H", "H", "H"],
  "xyz": [[0.009, -0.474, -0.852], [-1.274, -1.692, 0.785], [-0.257, -3.106, 0.274], [-0.060, -4.110, 1.292], [-0.078, -5.479, 0.828], [-1.371, -5.736, 0.046], [-1.319, -4.854, -1.136], [-1.561, -5.404, -2.475], [-2.958, -5.102, -2.972], [-3.725, -6.106, -3.548], [-4.973, -5.814, -4.082], [-5.457, -4.514, -4.041], [-4.699, -3.510, -3.448], [-3.452, -3.800, -2.921], [-0.764, -3.706, -1.014], [0.507, -3.138, -2.081], [-0.388, -3.892, 2.701], [-1.646, -4.607, 3.167], [-1.561, -5.806, 3.866], [-2.706, -6.534, 4.176], [-3.952, -6.063, 3.792], [-4.051, -4.852, 3.114], [-2.907, -4.131, 2.803], [-0.028, -6.154, 1.679], [0.784, -5.680, 0.182], [-2.232, -5.516, 0.675], [-1.452, -6.763, -0.306], [-1.379, -6.476, -2.449], [-0.834, -4.963, -3.157], [-3.345, -7.122, -3.577], [-5.563, -6.600, -4.534], [-6.424, -4.283, -4.470], [-5.074, -2.495, -3.408], [-2.863, -3.005, -2.467], [-0.501, -2.819, 2.838], [0.466, -4.231, 3.295], [-0.588, -6.175, 4.175], [-2.619, -7.477, 4.703], [-4.843, -6.632, 4.023], [-5.021, -4.476, 2.813], [-2.980, -3.195, 2.258], [1.876, -0.034, -2.817], [0.493, 0.054, -4.147], [0.916, 0.139, -5.440], [-0.040, 0.254, -6.472], [-1.366, 0.278, -6.164], [-1.813, 0.210, -4.819], [-3.191, 0.317, -4.518], [-3.609, 0.310, -3.219], [-2.679, 0.141, -2.168], [-1.322, 0.003, -2.388], [-0.873, 0.082, -3.751], [1.972, 0.096, -5.672], [0.294, 0.336, -7.499], [-2.111, 0.355, -6.950], [-3.896, 0.418, -5.336], [-4.664, 0.425, -2.988], [-3.057, 0.104, -1.152], [0.945, -2.452, -0.455], [2.318, -2.490, 0.055], [3.410, -2.739, -0.779], [4.694, -2.867, -0.261], [4.916, -2.756, 1.101], [3.841, -2.462, 1.936], [2.565, -2.307, 1.421], [3.249, -2.844, -1.847], [5.524, -3.059, -0.931], [5.909, -2.888, 1.510], [3.997, -2.346, 3.003], [1.746, -2.028, 2.075], [-0.735, 2.433, 1.298], [0.748, 1.542, 0.405], [1.177, 2.972, -0.852], [2.181, 1.774, 1.783], [2.951, 3.050, 1.661], [2.595, 4.184, 2.390], [3.320, 5.363, 2.275], [4.415, 5.431, 1.425], [4.773, 4.311, 0.685], [4.046, 3.136, 0.800], [-0.450, 3.431, 1.637], [-1.073, 1.839, 2.147], [-1.552, 2.511, 0.582], [1.258, 3.938, -0.352], [0.366, 2.996, -1.580], [2.108, 2.763, -1.375], [2.836, 0.911, 1.674], [1.676, 1.704, 2.747], [1.748, 4.136, 3.066], [3.032, 6.231, 2.856], [4.989, 6.345, 1.346], [5.627, 4.353, 0.019], [4.329, 2.264, 0.220]]
}


Record 2
{
  "formula": "C22H20Cl2IrN3O4S",
  "method": "ωB97M-V/def2-TZVPD",
  "charge": 0,
  "e_homo_ev": [-7.75, -7.75],
  "relative_energy_ev": 0.7242,
  "elements": ["Ir", "Cl", "C", "C", "C", "C", "C", "Cl", "C", "S", "H", "H", "H", "N", "N", "C", "O", "O", "H", "H", "H", "C", "C", "C", "C", "C", "C", "N", "C", "C", "C", "C", "C", "C", "C", "O", "O", "C", "C", "H", "H", "H", "H", "H", "H", "H", "H", "H", "H", "H", "H", "H", "H"],
  "xyz": [[-0.951, -0.192, -0.200], [-1.370, -0.674, 2.065], [-3.010, -1.294, 2.094], [-3.544, -1.630, 3.321], [-4.840, -2.115, 3.358], [-5.566, -2.252, 2.185], [-4.996, -1.907, 0.972], [-5.942, -2.097, -0.464], [-3.689, -1.414, 0.892], [-2.960, -0.994, -0.667], [-2.959, -1.512, 4.222], [-5.286, -2.386, 4.305], [-6.579, -2.629, 2.199], [-0.514, 0.390, -2.140], [-0.094, 1.752, -2.103], [0.373, 2.244, -0.851], [0.992, 3.282, -0.831], [0.035, 1.535, 0.179], [0.256, -0.172, -2.509], [-1.314, 0.307, -2.761], [0.516, 2.013, -2.870], [7.080, 3.088, 2.119], [5.579, 2.986, 2.039], [4.791, 3.927, 2.696], [3.409, 3.873, 2.639], [2.791, 2.878, 1.902], [3.565, 1.930, 1.247], [2.911, 0.907, 0.510], [2.921, 0.823, -0.857], [3.481, 1.831, -1.654], [3.510, 1.716, -3.029], [3.015, 0.582, -3.670], [2.486, -0.434, -2.889], [2.392, -0.308, -1.505], [1.776, -1.445, -0.749], [2.201, -2.567, -0.911], [0.767, -1.249, 0.099], [4.963, 1.957, 1.315], [5.781, 0.904, 0.618], [7.375, 3.972, 2.682], [7.528, 3.154, 1.126], [7.516, 2.217, 2.613], [5.275, 4.717, 3.258], [2.813, 4.620, 3.149], [1.715, 2.842, 1.790], [2.282, 0.287, 0.994], [3.861, 2.726, -1.179], [3.933, 2.526, -3.610], [3.073, 0.479, -4.745], [2.139, -1.359, -3.338], [5.986, 1.186, -0.419], [5.251, -0.047, 0.591], [6.738, 0.752, 1.113]]
}


Record 3
{
  "formula": "C18H40MoOP2Si",
  "method": "ωB97M-V/def2-TZVPD",
  "charge": 2,
  "spin_multiplicity": 3,
  "e_homo_ev": [-14.48, -14.58],
  "elements": ["P", "P", "C", "C", "H", "H", "H", "H", "C", "H", "H", "H", "C", "H", "H", "H", "C", "H", "H", "H", "C", "H", "H", "H", "Mo", "C", "C", "C", "C", "C", "C", "C", "C", "C", "H", "H", "H", "H", "H", "H", "H", "H", "H", "H", "H", "H", "H", "H", "H", "C", "Si", "C", "C", "O", "H", "H", "H", "H", "H", "H", "H", "H", "H"],
  "xyz": [[-1.577, 1.793, 0.535], [0.862, -2.597, 0.506], [-0.587, -0.601, -1.069], [-0.021, -2.014, -0.978], [-0.766, -0.352, -2.154], [-1.583, -0.587, -0.600], [-0.868, -2.728, -1.047], [0.644, -2.198, -1.838], [2.493, -1.851, 0.414], [3.113, -2.123, 1.281], [2.408, -0.755, 0.382], [3.026, -2.166, -0.497], [0.801, -4.375, 0.531], [1.574, -4.752, -0.149], [-0.192, -4.678, 0.175], [0.958, -4.839, 1.510], [-1.454, 3.450, 1.268], [-1.951, 3.445, 2.247], [-1.920, 4.190, 0.605], [-0.393, 3.700, 1.397], [-3.285, 1.701, -0.124], [-3.274, 1.168, -1.085], [-3.662, 2.719, -0.278], [-3.931, 1.160, 0.582], [0.354, 1.429, -1.508], [1.129, 0.870, -3.324], [2.199, 1.186, -2.396], [2.884, 2.525, -2.442], [1.890, 3.718, -2.469], [0.564, 3.461, -1.795], [-0.621, 2.951, -2.482], [-0.590, 2.640, -3.968], [0.640, 1.816, -4.397], [-1.691, 0.737, 2.010], [1.002, -0.190, -3.567], [2.827, 0.362, -2.035], [3.560, 2.600, -3.312], [3.543, 2.628, -1.568], [2.384, 4.526, -1.914], [1.788, 4.101, -3.497], [0.384, 4.066, -0.898], [-1.599, 3.266, -2.093], [-0.632, 3.563, -4.569], [-1.500, 2.077, -4.237], [0.363, 1.206, -5.270], [1.441, 2.480, -4.746], [-2.368, -0.110, 1.836], [-2.061, 1.332, 2.858], [-0.691, 0.343, 2.228], [1.201, -3.580, 4.008], [-0.332, -2.757, 3.320], [-1.787, -3.845, 2.939], [-0.726, -1.375, 4.476], [0.137, -2.064, 1.806], [0.936, -4.189, 4.889], [1.861, -2.773, 4.355], [1.758, -4.205, 3.300], [-2.053, -4.346, 3.876], [-2.654, -3.248, 2.613], [-1.594, -4.607, 2.171], [0.215, -0.881, 4.741], [-1.409, -0.634, 4.054], [-1.168, -1.785, 5.391]]
}


Record 4
{
  "formula": "C16H14ClF3NO10P2",
  "method": "ωB97M-V/def2-TZVPD",
  "charge": 1,
  "e_homo_ev": -11.32,
  "elements": ["O", "C", "O", "C", "C", "C", "F", "C", "F", "F", "C", "C", "P", "O", "Cl", "C", "N", "C", "C", "P", "O", "O", "O", "H", "H", "H", "H", "H", "H", "H", "H", "H", "H", "C", "C", "C", "O", "C", "C", "C", "O", "O", "O", "H", "H", "H", "H"],
  "xyz": [[3.524, 0.418, 0.266], [2.922, -0.148, -0.611], [2.172, -1.245, -0.322], [0.847, -0.912, 0.149], [-0.079, -0.310, -0.944], [-1.009, 0.757, -0.403], [-1.318, 0.758, 0.902], [-1.543, 1.666, -1.210], [-2.694, 2.249, -0.939], [-0.976, 2.022, -2.359], [3.025, 0.451, -2.012], [3.424, -0.340, -3.126], [3.927, -2.154, -3.157], [2.843, -3.002, -2.287], [5.678, -2.169, -2.030], [3.464, 0.272, -4.353], [3.165, 1.569, -4.522], [2.810, 2.319, -3.478], [2.727, 1.817, -2.201], [2.258, 3.014, -0.904], [3.442, 3.744, -0.447], [1.528, 2.329, 0.350], [1.219, 4.091, -1.532], [0.394, -1.862, 0.459], [0.909, -0.307, 1.065], [0.452, 0.112, -1.807], [-0.693, -1.133, -1.342], [3.248, -3.360, -1.480], [3.766, -0.304, -5.230], [3.245, 1.954, -5.458], [2.606, 3.374, -3.677], [1.919, 2.757, 1.133], [0.882, 4.555, -0.747], [-4.129, -2.803, 2.877], [-5.252, -2.538, 3.558], [-5.358, -1.349, 4.468], [-6.406, -1.146, 5.047], [-4.187, -0.492, 4.617], [-3.067, -0.763, 3.938], [-2.971, -1.935, 3.009], [-1.928, -2.118, 2.401], [-1.970, -0.009, 4.043], [-6.332, -3.309, 3.467], [-4.042, -3.655, 2.217], [-4.268, 0.351, 5.287], [-1.317, -0.424, 3.450], [-7.000, -2.903, 4.052]]
}